Entry from the OMol25 dataset: a structure of composition C2H4N4 (ωB97M-V/def2-TZVPD).

Output
F_max: 2.71 eV Å⁻¹
ΔE to the lowest compared entry with this formula, charge and spin: 5.563 eV
LUMO: 0.8514 eV
HOMO: -0.341 Ha

Atoms and positions in Å:
C (1.139134, 0.994488, -0.251143)
C (-1.119483, 0.021915, 0.068125)
N (1.802461, -0.110953, -0.341012)
N (0.114640, 0.593145, 0.625529)
N (0.796391, -0.709204, 0.506325)
N (-0.328588, -1.253765, -0.313612)
H (1.459669, 1.911197, -0.622659)
H (-1.741973, 0.029595, 0.969131)
H (-1.617200, 0.639875, -0.822120)
H (-0.505049, -2.116293, 0.181440)

Force components x, y, z for each atom (eV/Å):
C 0.6 -1.7 0.2
C -0.2 0.2 -1.4
N -0.9 0.3 -0.1
N 1.0 0.8 -0.4
N 0.1 -0.5 0.2
N -0.1 1.7 0.6
H 0.1 1.8 -0.4
H -0.6 -0.8 -0.7
H 1.1 -1.6 1.9
H -1.0 0.0 0.0

Charges obtained by natural (NBO) population analysis, quoted in units of e: C 0.171; C -0.087; N -0.262; N -0.310; N 0.005; N -0.478; H 0.190; H 0.201; H 0.201; H 0.371

***

Entry from the OMol25 dataset: a structure of composition C43H39BN11O2PdS (ωB97M-V/def2-TZVPD).

Output
F_max: 1.01 eV Å⁻¹
Charge: +3
Multiplicity: 5
<S²>: 6.045
ΔE to the lowest compared entry with this formula, charge and spin: 0.000 eV
LUMO (alpha / beta): -7.7814 / -9.9004 eV
HOMO (alpha / beta): -0.482 / -0.503 Ha

Atoms and positions in Å:
Pd (-0.460714, -0.702697, 0.363109)
C (-0.049223, 1.365720, -3.654360)
C (-0.177814, 0.349820, -2.720930)
N (-0.530722, 0.616543, -1.463466)
C (-0.809123, 1.895368, -1.136745)
C (-0.604142, 2.900239, -2.084663)
N (-0.224249, 2.640476, -3.322108)
C (-1.338775, 2.141603, 0.220933)
C (-1.997475, 3.277877, 0.601995)
C (-2.585152, 3.383186, 1.896752)
C (-2.483145, 2.219247, 2.716974)
C (-1.810229, 1.111515, 2.278921)
N (-1.212489, 1.085258, 1.061986)
C (-1.648950, -0.144525, 3.050314)
C (-2.171169, -0.336697, 4.329266)
N (-1.981080, -1.448531, 5.017759)
C (-1.245765, -2.396277, 4.451299)
C (-0.713326, -2.243881, 3.180399)
N (-0.927934, -1.133016, 2.477346)
C (-3.262653, 4.569881, 2.331406)
C (-3.091267, 5.811607, 1.662367)
C (-3.736916, 6.952747, 2.091640)
N (-4.510109, 6.785057, 3.141582)
C (-4.776089, 5.719475, 3.863944)
C (-4.131829, 4.569516, 3.455455)
H (0.212868, 1.145401, -4.681501)
H (-0.015512, -0.688622, -2.981156)
H (-0.739565, 3.942912, -1.825992)
H (-2.121328, 4.075021, -0.116197)
H (-2.906965, 2.219291, 3.708989)
H (-2.759247, 0.432425, 4.812200)
H (-1.074355, -3.303757, 5.016091)
H (-0.105917, -3.007370, 2.719501)
H (-2.416092, 5.923685, 0.826887)
H (-3.636271, 7.938296, 1.655200)
H (-5.470982, 5.795073, 4.690614)
H (-4.356774, 3.668653, 4.006872)
N (2.883654, -0.662146, -2.456997)
C (2.838715, 0.031924, -1.334433)
N (2.286799, -0.412085, -0.175524)
C (2.481663, 0.518440, 0.889545)
C (2.129312, 0.340845, 2.220294)
C (2.391530, 1.381565, 3.098753)
C (2.990695, 2.562751, 2.668386)
C (3.355836, 2.732333, 1.343800)
C (3.090969, 1.691751, 0.466070)
S (3.491819, 1.616073, -1.234701)
H (2.549852, -1.619781, -2.464202)
H (3.384900, -0.300554, -3.254095)
H (1.705272, -0.587518, 2.571010)
H (2.144072, 1.260353, 4.144634)
H (3.196373, 3.350144, 3.380014)
H (3.842085, 3.639012, 1.011045)
N (-7.127147, -3.515196, -0.186034)
C (-7.914973, -4.631075, -0.368886)
C (-9.288843, -4.838847, -0.236513)
C (-9.735126, -6.114196, -0.498360)
C (-8.858036, -7.154034, -0.880029)
C (-7.507652, -6.944071, -1.008846)
C (-7.029958, -5.651418, -0.747023)
N (-5.745427, -5.163830, -0.798827)
C (-5.841750, -3.901786, -0.463239)
C (-4.676021, -3.039679, -0.395590)
C (-4.693684, -1.717688, 0.053667)
C (-3.519189, -0.996331, 0.108869)
N (-2.344860, -1.504867, -0.281900)
C (-2.322622, -2.769795, -0.736805)
C (-3.441650, -3.559339, -0.809285)
H (-7.457682, -2.598960, 0.058659)
H (-9.966423, -4.047327, 0.052513)
H (-10.790416, -6.333046, -0.411924)
H (-9.272127, -8.133402, -1.073595)
H (-6.831885, -7.733852, -1.304576)
H (-5.607757, -1.234000, 0.368463)
H (-3.513236, 0.028106, 0.457537)
H (-1.362454, -3.130914, -1.086284)
H (-3.392840, -4.570618, -1.187159)
C (3.855303, -3.996797, 1.209932)
C (2.378248, -3.895092, 0.875166)
C (1.577274, -4.814803, 1.772210)
O (2.010972, -2.483705, 1.194572)
B (1.907494, -1.847401, 0.011772)
O (1.723669, -2.634369, -1.081019)
C (2.042833, -4.037323, -0.668581)
C (3.218678, -4.461333, -1.529125)
C (0.836185, -4.892720, -0.988989)
H (3.996453, -3.777396, 2.266864)
H (4.459366, -3.295184, 0.635175)
H (4.228673, -5.003185, 1.024272)
H (1.856492, -4.647055, 2.812064)
H (1.808704, -5.854402, 1.540164)
H (0.502686, -4.686499, 1.662546)
H (4.066017, -3.783421, -1.442584)
H (2.908947, -4.511124, -2.573147)
H (3.556884, -5.457676, -1.245513)
H (-0.031684, -4.655352, -0.378274)
H (1.073053, -5.944443, -0.830765)
H (0.575740, -4.772579, -2.040755)

Force components x, y, z for each atom (eV/Å):
Pd -0.9 0.4 -0.3
C 0.0 -0.1 0.0
C -0.1 0.0 0.0
N 0.3 0.2 0.1
C 0.0 0.0 0.0
C -0.1 0.0 0.1
N 0.0 0.0 0.0
C 0.0 0.0 -0.1
C 0.1 0.1 0.0
C 0.0 -0.1 0.0
C 0.0 0.0 0.0
C 0.0 -0.1 0.2
N -0.2 0.2 0.0
C 0.1 0.1 0.0
C 0.0 0.0 -0.1
N 0.0 0.0 0.0
C 0.1 -0.1 0.0
C -0.1 0.1 0.0
N 0.0 0.1 0.1
C 0.0 0.1 0.0
C 0.0 0.2 -0.1
C 0.1 -0.2 -0.1
N -0.1 0.2 0.1
C 0.1 -0.2 -0.1
C -0.1 0.0 0.2
H 0.0 0.0 0.0
H 0.0 0.0 0.0
H 0.0 0.0 0.0
H 0.0 0.0 0.0
H 0.0 0.0 0.0
H 0.0 0.0 0.0
H 0.0 0.0 0.0
H 0.0 0.0 0.0
H 0.0 0.0 0.0
H 0.0 0.0 0.0
H 0.0 0.0 0.0
H 0.0 0.0 0.0
N 0.0 0.0 0.1
C -0.1 0.2 -0.1
N 0.2 -0.3 0.0
C -0.1 0.0 0.0
C 0.0 0.1 0.0
C 0.0 0.0 0.0
C 0.0 0.0 0.0
C 0.0 0.0 0.0
C 0.0 0.0 0.1
S 0.0 0.0 0.0
H 0.0 0.0 0.0
H 0.0 0.0 0.0
H 0.0 0.0 0.0
H 0.0 0.0 0.0
H 0.0 0.0 0.0
H 0.0 0.0 0.0
N 0.0 -0.1 0.0
C -0.1 0.0 0.0
C 0.0 -0.1 0.0
C 0.0 0.0 0.0
C 0.0 0.0 0.0
C -0.1 0.0 0.0
C 0.1 0.0 0.0
N 0.0 0.0 0.0
C 0.1 0.1 0.0
C 0.0 -0.1 0.0
C 0.0 0.1 0.0
C 0.0 0.0 -0.1
N -0.1 -0.3 0.3
C 0.0 0.0 -0.2
C 0.0 0.1 0.0
H 0.0 0.0 0.0
H 0.0 0.0 0.0
H 0.0 0.0 0.0
H 0.0 0.0 0.0
H 0.0 0.0 0.0
H 0.0 0.0 0.0
H 0.0 0.0 0.0
H 0.0 0.0 0.0
H 0.0 0.0 0.0
C 0.0 0.0 0.0
C -0.1 0.0 0.0
C 0.1 0.0 0.0
O -0.1 -0.1 0.0
B 0.9 -0.2 -0.1
O 0.0 0.0 0.0
C 0.0 0.1 0.0
C 0.0 -0.1 0.0
C 0.0 0.0 0.0
H 0.0 0.0 0.0
H 0.0 0.0 0.0
H 0.0 0.0 0.0
H 0.0 0.0 0.0
H 0.0 0.0 0.0
H 0.0 0.0 0.0
H 0.0 0.0 0.0
H 0.0 0.0 0.0
H 0.0 0.0 0.0
H 0.0 0.0 0.0
H 0.0 0.0 0.0
H 0.0 0.0 0.0

Charges obtained by Mulliken population analysis, quoted in units of e: Pd 0.038; C -0.587; C -0.660; N 0.961; C -0.148; C -0.596; N -0.541; C -0.411; C -0.720; C 0.356; C -0.387; C -0.345; N 1.008; C -0.224; C -0.426; N -0.559; C -0.559; C -0.495; N 1.156; C 1.321; C -0.571; C -0.522; N -0.014; C -0.507; C -0.531; H 0.470; H 0.591; H 0.506; H 0.529; H 0.367; H 0.492; H 0.457; H 0.088; H 0.423; H 0.433; H 0.436; H 0.383; N -0.122; C 0.311; N 0.624; C -0.495; C -0.758; C -1.057; C -0.829; C -0.568; C 1.329; S -0.206; H 0.159; H 0.231; H 0.555; H 0.527; H 0.476; H 0.496; N 0.003; C 0.793; C -1.056; C -0.423; C -0.518; C -0.801; C 0.600; N -0.579; C -0.127; C 1.009; C -1.101; C -0.434; N 0.354; C -0.901; C -0.604; H 0.182; H 0.390; H 0.403; H 0.405; H 0.445; H 0.372; H 0.493; H 0.706; H 0.606; C -2.008; C 1.325; C -2.116; O -0.179; B 1.236; O -0.275; C 1.803; C -2.012; C -2.099; H 0.492; H 0.305; H 0.460; H 0.429; H 0.449; H 0.498; H 0.383; H 0.475; H 0.451; H 0.316; H 0.500; H 0.466

***

Entry from the OMol25 dataset: a cluster of 2 separate species, C3H6N3 in total (ωB97M-V/def2-TZVPD).

Output
F_max: 1.61 eV Å⁻¹
Charge: +1
ΔE to the lowest compared entry with this formula, charge and spin: 3.663 eV
LUMO: -5.6211 eV
HOMO: -0.552 Ha

Atoms and positions in Å:
C (0.101455, 1.046272, 0.334982)
C (-2.405771, -0.853318, -0.097407)
C (1.227743, 0.652034, -0.536260)
N (3.088527, -0.633071, 0.251562)
N (2.134238, -0.106427, -0.179152)
N (-3.490737, -1.247470, -0.053373)
H (-0.790528, 0.445791, 0.061991)
H (0.321496, 0.866927, 1.383381)
H (-0.139976, 2.092986, 0.175412)
H (1.231106, 0.985230, -1.570473)
H (3.149041, -1.655303, 0.259935)
H (-4.426599, -1.593646, -0.030603)

Force components x, y, z for each atom (eV/Å):
C -0.3 -0.1 0.4
C -0.1 -0.1 0.0
C -1.1 0.8 -0.5
N 1.4 0.4 0.7
N 0.1 -0.8 -0.1
N 0.0 0.0 0.0
H 0.4 0.2 0.0
H 0.0 0.0 0.1
H 0.1 0.1 -0.1
H 0.3 -0.2 -0.1
H -0.6 -0.3 -0.3
H -0.1 0.0 0.0

Charges obtained by natural (NBO) population analysis, quoted in units of e: C -0.702; C 0.246; C 0.145; N -0.106; N 0.099; N -0.659; H 0.311; H 0.249; H 0.270; H 0.281; H 0.402; H 0.464